ORCA calculation (ωB97M-V/def2-TZVPD) on a structure of composition C4H7FN2O in a non-equilibrium geometry.

The HOMO energy is -8.376 eV. As for the multiplicity: 1. For the energy, the calculation gives -11998.9375 eV.

XYZ file:
```
15
C4H7FN2O | the OMol25 dataset | ωB97M-V/def2-TZVPD
C 1.72 -1.00 1.72
C 1.75 0.01 0.55
C 0.57 0.17 -0.10
C -1.69 -0.81 -0.10
H 0.68 -1.70 1.44
H 3.07 -1.38 1.79
H 1.61 -0.25 2.65
H 0.64 1.11 -0.65
H -2.34 -1.53 0.53
H -3.53 0.22 -0.50
H -2.43 1.14 -2.67
N -0.54 -0.67 0.29
N -2.61 0.09 -0.98
O -1.85 1.15 -1.47
F 2.78 0.77 0.18
```

---

ORCA calculation (ωB97M-V/def2-TZVPD) on the molecule C4H7FN2S in a non-equilibrium geometry.

The HOMO energy is -8.662 eV. The SMILES is C[C@@H]1[C@@H](F)C(=S)N1N. As for the multiplicity: 1. For the energy, the calculation gives -20792.7405 eV.

XYZ file:
```
15
C4H7FN2S | the OMol25 dataset | ωB97M-V/def2-TZVPD
C -0.65 -1.17 -1.20
C 0.35 -0.16 -0.69
C 1.26 -0.59 0.52
F 2.60 -0.42 0.37
C 0.62 0.53 1.31
S 0.59 1.10 2.84
N -0.14 0.80 0.24
N -1.22 1.57 0.13
H -1.02 -1.75 -0.34
H -0.16 -1.89 -1.90
H -1.50 -0.71 -1.75
H 0.91 0.30 -1.46
H 1.03 -1.60 0.87
H -1.80 1.42 0.99
H -0.88 2.58 0.08
```

---

ORCA calculation (ωB97M-V/def2-TZVPD) on the molecule C4H7FO2 in a non-equilibrium geometry.

The HOMO energy is -10.143 eV. The SMILES is CC(=O)O[C@H](C)F. As for the multiplicity: 1. For the energy, the calculation gives -11073.7868 eV.

XYZ file:
```
14
C4H7FO2 | the OMol25 dataset | ωB97M-V/def2-TZVPD
C 2.48 -0.22 0.49
C 1.27 -0.90 -0.12
O 1.28 -1.95 -0.70
O 0.20 -0.14 0.07
C -1.28 -0.86 -0.29
C -2.26 0.28 -0.34
F -1.48 -1.71 0.72
H 3.37 -0.45 -0.09
H 2.32 0.85 0.56
H 2.60 -0.63 1.50
H -1.07 -1.41 -1.20
H -1.72 1.22 -0.22
H -2.96 0.18 0.48
H -2.79 0.29 -1.28
```

---

ORCA calculation (ωB97M-V/def2-TZVPD) on a cluster of 2 separate species, C4H7FO2 in total in a non-equilibrium geometry.

The HOMO energy is -9.645 eV. The SMILES is CC(C)=O.O=CF. As for the multiplicity: 1. For the energy, the calculation gives -11073.0743 eV.

XYZ file:
```
14
C4H7FO2 | the OMol25 dataset | ωB97M-V/def2-TZVPD
C 0.23 0.85 -1.30
C 0.44 0.76 0.15
C -0.48 1.64 0.96
O 1.35 0.21 0.72
H 0.79 0.05 -1.70
H -0.91 0.88 -1.61
H 0.54 1.81 -1.71
H -0.49 1.31 1.97
H -1.56 1.61 0.43
H -0.06 2.59 1.05
O -0.82 -2.11 0.07
C 0.01 -2.90 0.34
F 0.36 -3.84 -0.54
H 0.60 -2.87 1.19
```

---

ORCA calculation (ωB97M-V/def2-TZVPD) on the molecule C4H7FS3 in a non-equilibrium geometry.

The HOMO energy is -9.045 eV. The SMILES is CSC(=S)[C@H](S)CF. As for the multiplicity: 1. For the energy, the calculation gives -39484.0028 eV.

XYZ file:
```
15
C4H7FS3 | the OMol25 dataset | ωB97M-V/def2-TZVPD
C -0.62 0.88 2.86
S 0.65 0.71 1.56
C -0.28 -0.11 0.31
S -1.79 -0.63 0.46
C 0.63 -0.35 -0.90
S 1.53 1.17 -1.23
C -0.17 -0.91 -2.11
F 0.65 -1.02 -3.21
H -0.20 1.55 3.63
H -1.07 -0.08 3.26
H -1.45 1.44 2.42
H 1.41 -1.04 -0.64
H 2.25 0.64 -2.20
H -1.07 -0.36 -2.38
H -0.46 -1.90 -1.85
```

---

ORCA calculation (ωB97M-V/def2-TZVPD) on a structure of composition C4H7I2O3S in a non-equilibrium geometry.

The HOMO energy is -4.549 eV. As for the multiplicity: 1. As for the charge: -1. For the energy, the calculation gives -37441.8923 eV.

XYZ file:
```
17
C4H7I2O3S | the OMol25 dataset | ωB97M-V/def2-TZVPD
C -1.17 -0.75 -0.67
C -1.54 0.75 1.26
C -0.56 0.08 0.39
C 0.34 1.11 -0.25
O 0.39 1.57 -1.37
O 1.54 -1.72 -1.41
O 2.91 0.41 -1.51
S 2.04 -0.48 -0.79
I 1.59 1.96 1.22
I 3.83 -1.78 0.76
H -0.42 -1.39 -1.07
H -1.82 -1.52 -0.23
H -1.64 -0.29 -1.54
H -1.34 1.09 2.25
H -1.95 1.55 0.67
H -2.36 0.03 1.47
H 0.16 -0.61 0.81
```

---

ORCA calculation (ωB97M-V/def2-TZVPD) on the molecule C4H7I2P in a non-equilibrium geometry.

The HOMO energy is -9.248 eV. The SMILES is I[C@@H]1CCP[C@H]1I. As for the multiplicity: 1. For the energy, the calculation gives -29750.1900 eV.

XYZ file:
```
14
C4H7I2P | the OMol25 dataset | ωB97M-V/def2-TZVPD
I -1.48 -1.05 1.75
C -0.86 0.62 0.43
C -0.67 -0.16 -0.93
C 0.46 -1.09 -0.93
P 1.83 -0.34 0.30
C 0.44 1.15 0.90
I 0.91 2.83 -0.40
H -1.68 1.29 0.59
H -0.66 0.58 -1.72
H -1.59 -0.85 -0.92
H 0.22 -2.04 -0.63
H 0.95 -1.12 -1.82
H 1.62 -1.28 1.45
H 0.52 1.48 1.93
```

---

ORCA calculation (ωB97M-V/def2-TZVPD) on the molecule C4H7N in a non-equilibrium geometry.

The HOMO energy is -9.386 eV. The SMILES is C#CCCN. As for the multiplicity: 1. For the energy, the calculation gives -5748.6914 eV.

XYZ file:
```
12
C4H7N | the OMol25 dataset | ωB97M-V/def2-TZVPD
C 2.56 -0.67 -0.03
C 1.51 -0.04 -0.26
C 0.32 0.79 -0.33
C -0.75 0.14 0.52
N -1.56 -0.86 -0.36
H 3.47 -1.17 0.27
H 0.10 1.08 -1.37
H 0.55 1.76 0.18
H -0.30 -0.38 1.40
H -1.46 1.06 0.89
H -2.23 -1.42 0.14
H -2.21 -0.27 -1.06
```

---

ORCA calculation (ωB97M-V/def2-TZVPD) on the molecule C4H7N in a non-equilibrium geometry.

The HOMO energy is -7.808 eV. The SMILES is C=C/C=C/N. As for the multiplicity: 1. For the energy, the calculation gives -5749.8324 eV.

XYZ file:
```
12
C4H7N | the OMol25 dataset | ωB97M-V/def2-TZVPD
C -0.50 0.94 2.04
C 0.49 0.38 1.33
C 0.53 0.12 -0.08
C -0.38 -0.54 -0.81
N -0.07 -0.73 -2.18
H -0.41 1.13 3.10
H -1.43 1.29 1.66
H 1.32 0.11 1.91
H 1.56 0.12 -0.51
H -1.31 -1.04 -0.51
H -0.79 -0.91 -2.85
H 0.90 -0.92 -2.39
```

---

ORCA calculation (ωB97M-V/def2-TZVPD) on the ion C4H7N2 with charge +1 in a non-equilibrium geometry.

The HOMO energy (spin up / spin down) is -12.869 / -13.294 eV. As for the multiplicity: 1. As for the charge: +1. For the energy, the calculation gives -7228.0537 eV.

XYZ file:
```
13
C4H7N2 | the OMol25 dataset | ωB97M-V/def2-TZVPD
C -1.00 0.87 0.01
C -1.19 -0.34 -0.54
C 0.35 1.22 0.44
C 1.32 0.25 0.84
N -0.11 -2.38 -0.90
N -0.43 -1.24 -1.05
H -1.98 1.47 0.11
H -2.22 -0.40 -0.90
H 0.72 2.30 0.04
H 0.32 1.50 1.58
H 2.32 0.33 0.60
H 1.18 -0.85 1.09
H 0.72 -2.74 -1.31
```